Molecular formula: H4O2
Method: DFT, ωB97M-V/def2-TZVPD

Summary:
* SMILES string: O.O
* HOMO energy: -11.403 eV
* E_LUMO: 0.03170 Ha
* total charge: 0
* Kohn-Sham gap: 0.4508 Eh
* energy: -4159.766 eV
* F_max: 0.006 hartree/bohr
* relative energy (zero: lowest compared OMol25 entry of this formula, charge and spin): 16.7 kJ/mol

The geometry in XYZ format:
```
6
Properties=species:S:1:pos:R:3:mulliken_charge:R:1
H 1.91251 -11.49273 23.83373 0.32
H 1.47217 -12.91182 23.54359 0.32
O 2.44760 -10.48724 18.60463 -0.64
O 1.72923 -12.09616 23.11365 -0.63
H 2.46459 -10.92524 19.45557 0.32
H 1.96918 -11.08908 18.03444 0.32
```